Entry 1:
ORCA calculation (ωB97M-V/def2-TZVPD) on a structure of composition C49H75Cl15F6N8O20Zn2 at a distorted geometry.

Computed properties:
max |F|	0.0637	Eh/bohr
E	-14915.83393	Ha
net charge	0

Positions of all 175 atoms, in Å:
Zn  1.08  3.75  -0.83
Zn  0.56  -3.76  -0.07
C  0.53  0.42  -0.23
C  0.27  -1.00  -0.23
C  -0.96  -1.58  0.45
O  -1.02  -2.84  0.69
C  -1.94  -0.67  0.76
C  -1.70  0.74  0.83
C  -0.38  1.36  0.18
O  -0.31  2.61  0.08
O  -2.43  1.55  1.41
O  1.09  -1.79  -0.77
H  1.50  0.69  -0.67
H  -2.84  -1.09  1.14
C  3.46  6.95  -1.54
C  2.91  5.74  -1.18
C  3.50  4.98  -0.06
O  2.91  3.83  0.14
C  4.50  5.45  0.68
C  5.17  6.73  0.31
C  4.59  7.44  -0.88
O  5.01  8.56  -1.10
O  6.05  7.21  1.02
O  1.96  5.13  -1.77
H  2.95  7.48  -2.31
H  4.87  4.93  1.54
C  -2.89  1.00  6.15
C  -2.57  -0.39  5.56
O  -1.25  -0.77  6.17
C  -0.71  -1.96  5.78
O  -1.03  -2.70  4.90
C  0.48  -2.24  6.75
F  -0.02  -2.56  7.94
F  1.15  -3.28  6.16
F  1.32  -1.28  6.92
H  -1.93  1.58  6.09
H  -3.25  0.92  7.20
H  -3.66  1.41  5.49
H  -2.45  -0.47  4.45
H  -3.38  -1.14  5.77
C  -1.17  -1.64  -4.09
C  -0.07  -0.65  -3.73
O  0.53  -0.20  -4.94
C  1.85  -0.48  -5.13
O  2.51  -1.20  -4.41
C  2.36  0.32  -6.37
F  1.44  1.10  -6.82
F  3.40  1.10  -6.09
F  2.71  -0.56  -7.31
H  -1.88  -1.85  -3.29
H  -0.71  -2.60  -4.43
H  -1.68  -1.18  -4.92
H  0.70  -1.05  -3.11
H  -0.44  0.19  -3.12
C  2.53  2.43  -3.22
O  1.60  2.36  -2.40
N  2.61  3.29  -4.21
C  3.88  3.45  -4.92
C  1.51  4.19  -4.61
H  3.36  1.73  -3.14
H  3.76  3.19  -5.96
H  4.70  2.86  -4.48
H  4.23  4.49  -4.92
H  1.86  5.18  -4.43
H  1.18  4.10  -5.68
H  0.69  3.97  -3.98
C  -0.74  4.96  1.38
O  0.05  5.40  0.54
N  -0.84  5.38  2.66
C  -1.97  5.08  3.52
C  0.01  6.57  2.96
H  -1.49  4.17  1.18
H  -1.62  4.99  4.53
H  -2.45  4.16  3.20
H  -2.68  5.92  3.43
H  0.66  6.81  2.10
H  -0.73  7.38  3.01
H  0.52  6.49  3.88
C  2.89  -3.48  1.99
O  1.82  -3.09  1.50
N  3.44  -2.97  3.05
C  4.83  -3.33  3.38
C  2.87  -1.69  3.55
H  3.35  -4.39  1.53
H  5.12  -4.10  2.67
H  4.84  -3.76  4.37
H  5.52  -2.45  3.30
H  3.16  -0.92  2.87
H  1.82  -1.81  3.65
H  3.27  -1.45  4.54
C  -1.71  -4.51  -1.80
O  -0.48  -4.48  -1.80
N  -2.47  -5.56  -2.14
C  -1.90  -6.71  -2.78
C  -3.88  -5.46  -1.86
H  -2.32  -3.73  -1.30
H  -1.88  -7.61  -2.20
H  -0.87  -6.57  -3.07
H  -2.41  -6.85  -3.71
H  -4.29  -4.45  -2.09
H  -4.34  -6.18  -2.55
H  -4.30  -5.65  -0.86
C  -4.00  -1.25  -2.13
O  -4.09  -2.35  -2.68
N  -4.84  -0.75  -1.24
C  -4.72  0.61  -0.74
C  -6.06  -1.47  -0.96
H  -3.12  -0.60  -2.34
H  -4.63  0.60  0.36
H  -5.65  1.15  -1.08
H  -3.87  1.17  -1.17
H  -6.91  -1.03  -1.44
H  -5.95  -2.54  -1.26
H  -6.28  -1.42  0.03
C  -1.05  -6.52  1.37
O  -0.25  -5.88  0.58
N  -1.21  -6.26  2.68
C  -2.07  -7.15  3.47
C  -0.51  -5.09  3.26
H  -1.65  -7.36  0.99
H  -2.88  -7.49  2.83
H  -2.57  -6.62  4.31
H  -1.50  -7.92  3.94
H  0.60  -5.23  3.19
H  -0.82  -4.27  2.62
H  -0.82  -5.09  4.27
C  2.49  -5.59  -1.76
O  2.25  -4.88  -0.81
N  2.25  -5.29  -3.03
C  1.93  -3.91  -3.41
C  2.58  -6.28  -4.07
H  2.90  -6.58  -1.60
H  0.88  -3.74  -3.42
H  2.51  -3.72  -4.32
H  2.34  -3.25  -2.63
H  1.70  -6.38  -4.73
H  3.44  -5.90  -4.62
H  2.89  -7.22  -3.57
C  -0.86  5.85  -2.14
O  -0.62  4.64  -2.26
N  -1.84  6.63  -2.58
C  -2.01  7.90  -1.94
C  -2.94  5.97  -3.31
H  -0.19  6.35  -1.43
H  -1.30  8.11  -1.12
H  -3.03  7.92  -1.49
H  -2.02  8.75  -2.65
H  -3.64  5.42  -2.64
H  -3.61  6.75  -3.77
H  -2.52  5.25  -3.99
C  -3.89  -3.27  3.15
Cl  -4.01  -4.21  1.59
Cl  -4.09  -4.22  4.56
Cl  -5.14  -1.97  3.15
H  -2.79  -2.98  3.15
C  5.10  2.11  1.29
Cl  6.70  2.35  0.69
Cl  4.98  2.46  3.11
Cl  4.71  0.40  0.97
H  4.38  2.72  0.74
C  4.99  -2.18  -2.18
Cl  5.78  -0.61  -2.43
Cl  5.42  -2.86  -0.57
Cl  5.45  -3.24  -3.54
H  3.93  -2.06  -2.15
C  0.63  2.32  3.76
Cl  1.80  3.02  2.62
Cl  1.25  2.28  5.43
Cl  0.01  0.76  3.35
H  -0.20  2.97  3.69
C  -5.25  2.53  2.42
Cl  -6.59  1.22  2.46
Cl  -5.21  3.37  4.00
Cl  -5.76  3.56  1.15
H  -4.36  1.97  2.17

Here are the Löwdin charges for atoms 1 to 2, given in e: Zn 0.718; Zn 0.704

Entry 2:
ORCA calculation (ωB97M-V/def2-TZVPD) on a cluster of 11 separate species, C49H77Cl3O22 in total at a distorted geometry.

Computed properties:
max |F|	0.0752	Eh/bohr
SMILES	O=C1C=C(O)C(=O)C=C1O.O=C1C=C(O)C(=O)C=C1O.O=C1C=C(O)C(=O)C=C1O.O=C1C=C(O)C(=O)C=C1O.ClC(Cl)Cl.CCOCC.CCOCC.CCOCC.CCOCC.CCOCC.CCOCC
E	-4948.86800	Ha
net charge	0

Positions of all 151 atoms, in Å:
O  2.69  2.77  20.88
C  2.21  3.33  21.85
C  2.80  4.60  22.33
C  2.45  5.22  23.48
O  3.03  6.41  23.87
C  1.23  4.73  24.28
O  0.66  5.31  25.23
C  0.64  3.45  23.83
C  1.07  2.88  22.67
O  0.47  1.76  22.25
H  3.71  5.00  21.92
H  2.64  6.78  24.66
H  -0.15  2.92  24.35
H  0.78  1.54  21.37
O  -3.98  -1.85  24.39
C  -3.67  -0.73  24.81
C  -3.69  -0.34  26.26
C  -3.20  0.83  26.79
O  -3.27  1.10  28.14
C  -2.58  1.92  25.95
O  -2.09  2.99  26.28
C  -2.65  1.53  24.47
C  -3.15  0.37  23.96
O  -3.19  0.12  22.64
H  -4.12  -1.08  26.92
H  -3.07  2.02  28.29
H  -2.17  2.30  23.89
H  -3.68  -0.70  22.50
O  2.64  7.07  26.92
C  2.01  6.56  27.83
C  1.05  7.28  28.58
C  0.26  6.76  29.55
O  -0.65  7.51  30.27
C  0.20  5.35  29.88
O  -0.57  4.94  30.72
C  1.18  4.55  29.08
C  1.95  5.11  28.16
O  2.98  4.39  27.66
H  0.90  8.33  28.40
H  -0.86  6.94  31.01
H  1.24  3.49  29.24
H  3.11  3.57  28.14
O  -3.04  -1.24  18.22
C  -1.85  -1.36  18.26
C  -0.99  -0.47  19.09
C  0.33  -0.58  19.17
O  1.04  0.16  20.06
C  1.17  -1.55  18.38
O  2.37  -1.60  18.39
C  0.30  -2.37  17.55
C  -1.07  -2.25  17.46
O  -1.81  -3.06  16.57
H  -1.56  0.18  19.74
H  1.95  -0.16  20.13
H  0.68  -3.11  16.86
H  -2.73  -2.77  16.57
Cl  0.85  8.88  25.10
C  -0.01  10.44  25.51
Cl  -1.08  10.24  26.86
Cl  -0.79  11.00  24.11
H  0.69  11.23  25.81
C  1.34  7.12  19.89
C  0.60  7.51  21.18
O  -0.81  7.64  20.83
C  -1.70  8.09  21.84
C  -1.75  7.15  23.03
H  1.24  7.83  19.07
H  2.37  7.11  20.25
H  1.05  6.13  19.53
H  0.70  6.71  21.92
H  0.98  8.38  21.72
H  -1.47  9.07  22.26
H  -2.73  8.09  21.48
H  -2.15  7.68  23.90
H  -0.77  6.87  23.43
H  -2.31  6.24  22.82
C  4.33  -2.41  26.08
C  5.40  -1.82  25.15
O  4.90  -0.84  24.16
C  4.53  0.37  24.68
C  4.61  1.37  23.54
H  4.64  -3.30  26.64
H  3.92  -1.68  26.78
H  3.50  -2.91  25.59
H  6.26  -1.54  25.75
H  5.75  -2.64  24.52
H  3.54  0.30  25.13
H  5.30  0.72  25.38
H  5.58  1.23  23.07
H  4.51  2.40  23.91
H  3.87  1.18  22.76
C  4.82  12.99  21.20
C  4.23  11.63  21.53
O  4.40  11.35  22.90
C  3.83  10.12  23.30
C  4.22  9.94  24.75
H  4.15  13.77  21.56
H  5.81  13.16  21.61
H  4.94  13.14  20.13
H  3.21  11.50  21.18
H  4.75  10.85  20.97
H  2.75  10.16  23.17
H  4.13  9.38  22.56
H  3.82  9.06  25.25
H  4.02  10.77  25.43
H  5.30  9.78  24.85
C  0.46  1.44  31.06
C  0.02  0.56  29.89
O  0.81  0.94  28.75
C  0.51  0.14  27.65
C  0.79  0.95  26.31
H  0.06  2.45  30.96
H  0.04  0.92  31.92
H  1.55  1.38  31.09
H  0.04  -0.51  30.12
H  -1.02  0.83  29.71
H  1.07  -0.80  27.57
H  -0.53  -0.18  27.63
H  0.36  1.95  26.24
H  0.29  0.53  25.44
H  1.86  0.92  26.09
C  5.25  -1.10  19.23
C  4.63  -0.21  20.29
O  3.35  -0.69  20.80
C  3.44  -1.91  21.57
C  2.15  -2.11  22.29
H  5.21  -0.66  18.24
H  6.30  -1.26  19.46
H  4.90  -2.13  19.18
H  5.31  0.04  21.11
H  4.36  0.78  19.94
H  3.64  -2.71  20.85
H  4.27  -1.88  22.28
H  1.29  -2.27  21.63
H  1.84  -1.30  22.95
H  2.30  -3.06  22.81
C  5.54  4.30  19.29
C  5.60  5.73  18.90
O  5.07  6.63  19.92
C  5.32  8.05  19.88
C  4.58  8.75  18.71
H  4.56  3.87  19.16
H  6.22  3.73  18.66
H  5.78  4.30  20.35
H  6.62  6.08  18.74
H  5.00  5.89  18.00
H  4.91  8.34  20.85
H  6.40  8.13  19.86
H  3.50  8.67  18.78
H  4.89  8.38  17.74
H  4.90  9.79  18.71

Here are the Löwdin charges for atoms 1 to 2, given in e: O 0.114; C -0.311

Entry 3:
ORCA calculation (ωB97M-V/def2-TZVPD) on a cluster of 11 separate species, C49H78FN2O24P3 in total at a distorted geometry.

Computed properties:
max |F|	0.0990	Eh/bohr
E	-4953.09924	Ha
energy relative to the best compared isomer or geometry (same formula, charge and spin)	2.768	eV
net charge	0

Positions of all 157 atoms, in Å:
C  1.16  1.04  -2.09
C  0.97  1.21  -0.54
N  0.29  0.01  0.10
C  -1.09  -0.26  0.28
C  -1.07  -1.47  0.99
N  0.28  -2.00  1.05
C  1.05  -1.00  0.61
C  0.79  -3.19  1.74
H  0.27  1.18  -2.71
H  1.73  0.17  -2.42
H  1.85  1.85  -2.32
H  0.39  2.11  -0.33
H  1.91  1.25  0.00
H  -1.91  0.39  0.02
H  -1.88  -2.12  1.30
H  2.12  -0.88  0.58
H  1.84  -3.01  1.96
H  0.74  -3.97  0.98
H  0.21  -3.19  2.66
F  3.42  0.72  2.26
C  -2.10  -0.89  7.84
C  -1.05  -0.40  6.97
C  -1.18  -0.64  5.65
C  -2.30  -1.22  5.05
C  -3.37  -1.69  5.88
C  -3.21  -1.57  7.34
O  -4.29  -1.87  8.20
O  -0.01  -0.49  4.89
H  -2.09  -0.61  8.88
H  -0.25  0.25  7.28
H  -2.28  -1.50  4.00
H  -4.19  -2.22  5.42
H  -4.21  -1.25  8.93
H  0.71  -0.71  5.49
C  1.49  4.82  3.56
C  1.04  5.16  4.87
C  0.55  4.12  5.72
C  0.79  2.77  5.27
C  1.10  2.49  3.99
C  1.60  3.48  3.22
O  2.16  3.19  2.00
O  0.03  4.39  6.99
H  1.77  5.58  2.86
H  1.15  6.19  5.18
H  0.51  1.99  5.96
H  1.05  1.50  3.56
H  2.59  2.34  2.13
H  0.26  5.30  7.14
C  5.49  0.79  -2.79
C  5.70  1.99  -3.41
C  5.58  3.16  -2.65
C  5.02  3.21  -1.38
C  4.64  2.04  -0.81
C  4.99  0.80  -1.45
O  4.77  -0.36  -0.69
O  6.07  4.33  -3.06
H  5.87  -0.18  -3.10
H  6.26  1.77  -4.31
H  4.95  4.06  -0.72
H  4.19  2.08  0.17
H  4.43  -0.22  0.19
H  6.37  4.16  -3.96
C  2.73  -2.45  5.74
C  3.08  -2.30  7.07
C  3.55  -1.08  7.56
C  3.60  0.00  6.69
C  3.32  -0.20  5.31
C  2.85  -1.41  4.83
O  2.60  -1.51  3.50
O  3.99  -1.09  8.84
H  2.36  -3.41  5.41
H  3.25  -3.18  7.68
H  4.19  0.83  7.05
H  3.57  0.68  4.74
H  2.70  -0.67  3.05
H  4.65  -0.45  9.12
C  -5.56  1.55  -0.49
C  -5.35  0.71  0.56
C  -4.67  -0.50  0.32
C  -4.21  -0.80  -0.98
C  -4.30  0.14  -1.98
C  -5.07  1.33  -1.83
O  -5.18  2.12  -2.96
O  -4.33  -1.39  1.32
H  -6.06  2.50  -0.37
H  -5.53  1.07  1.56
H  -3.62  -1.68  -1.19
H  -3.96  0.02  -3.00
H  -5.50  2.95  -2.60
H  -5.11  -1.44  1.88
C  -3.02  -5.30  -1.22
O  -3.69  -4.77  -0.10
P  -3.29  -5.26  1.38
O  -2.16  -4.56  1.96
O  -4.72  -5.07  2.18
C  -5.88  -5.64  1.76
O  -3.02  -6.88  1.32
C  -2.91  -7.76  2.38
H  -1.97  -5.00  -1.20
H  -3.51  -5.23  -2.18
H  -3.02  -6.39  -1.14
H  -6.64  -5.42  2.51
H  -5.61  -6.67  1.53
H  -6.25  -5.12  0.87
H  -3.64  -8.55  2.53
H  -2.77  -7.30  3.36
H  -1.94  -8.24  2.22
C  -1.99  3.06  -9.49
O  -0.80  3.00  -8.64
P  -0.65  1.58  -7.70
O  -0.58  0.33  -8.55
O  0.67  1.82  -6.79
C  0.59  2.48  -5.54
O  -1.91  1.67  -6.65
C  -2.12  0.67  -5.64
H  -2.76  2.33  -9.22
H  -1.70  3.05  -10.54
H  -2.45  3.99  -9.17
H  0.49  1.78  -4.71
H  -0.38  2.89  -5.26
H  1.45  3.13  -5.40
H  -1.24  0.03  -5.54
H  -2.83  -0.06  -6.01
H  -2.61  1.07  -4.75
C  1.38  -4.32  -1.89
O  1.89  -3.23  -2.68
P  1.23  -2.76  -4.10
O  -0.17  -2.32  -3.99
O  2.29  -1.74  -4.65
C  2.07  -1.18  -5.91
O  1.60  -4.06  -5.04
C  0.73  -4.84  -5.93
H  0.79  -5.10  -2.38
H  0.57  -3.76  -1.42
H  2.11  -4.79  -1.25
H  2.75  -1.71  -6.58
H  2.46  -0.16  -5.87
H  1.01  -1.26  -6.15
H  -0.23  -4.33  -5.87
H  0.70  -5.90  -5.66
H  1.08  -4.67  -6.95
C  3.22  6.48  -1.32
O  1.93  6.29  -1.98
C  1.28  5.06  -1.61
C  -0.12  5.01  -2.26
O  -0.70  3.70  -1.93
C  -2.12  3.70  -2.28
H  3.72  7.45  -1.31
H  3.99  5.71  -1.38
H  2.93  6.33  -0.28
H  1.13  5.31  -0.56
H  1.96  4.27  -1.92
H  0.12  5.18  -3.30
H  -0.76  5.81  -1.89
H  -2.42  2.70  -2.60
H  -2.31  4.07  -3.28
H  -2.89  4.07  -1.59

Here are the Löwdin charges for atoms 1 to 2, given in e: C -0.041; C -0.106

| no. | LUMO (eV) |
| --- | --- |
| 1 | -0.34 |
| 2 | -1.91 |
| 3 | 0.19 |